Computed, not measured: a structure of composition C40H40IrN5O3S3Si, with wB97M-V/def2-TZVPD.

As for the HOMO energy (alpha / beta): -10.29 / -10.19 eV. As for the spin multiplicity: 2. The expectation value of S² is 0.76. The energy above the lowest of the compared OMol25 structures with the same formula, charge and spin is 1.4 kcal/mol. The LUMO energy (alpha / beta) is -2.847 / -4.926 eV. The total charge is +1. The gap between HOMO and LUMO (alpha / beta) is 7.438 / 5.259 eV.

XYZ file:
```
93
Properties=species:S:1:pos:R:3:forces:R:3
Ir -1.10412 0.17371 1.22726 0.3 0.5 -0.2
S 2.68791 -2.43684 -2.96984 0.1 0.0 0.0
S 1.22459 -0.32749 4.94296 0.0 0.0 0.1
S 1.73559 1.72744 0.70100 0.3 0.0 0.0
Si -2.53406 0.18036 -2.13349 0.1 -0.1 0.0
O 1.62587 -1.54003 -2.42309 -0.2 0.0 -0.1
O 2.15506 2.74660 1.61681 0.0 0.0 -0.1
O 2.17571 0.37960 0.89598 -0.1 -0.1 0.1
N -2.47633 -1.40016 1.42341 0.0 -0.1 0.0
N -2.16093 -0.43678 -0.52863 -0.1 0.0 -0.2
N -2.45855 1.70025 1.33847 0.0 -0.1 0.1
N 0.23502 -1.40441 1.24337 -0.1 -0.1 0.0
N 0.06421 1.70820 0.67082 -0.2 -0.2 0.1
C 3.98968 -1.74225 -0.65983 0.0 0.0 0.0
C 0.86457 -1.60031 2.42680 -0.1 0.0 0.0
C -4.59725 2.67498 1.68911 0.0 0.0 0.0
C 3.75087 -1.36923 -3.94838 0.1 -0.1 0.0
C -4.01828 -3.44146 0.47928 0.0 0.0 0.0
C -0.45242 0.34090 3.10624 0.2 -0.2 0.1
C -0.83615 5.34604 0.36060 0.0 0.0 0.0
C 1.69032 -2.69341 2.61822 0.0 0.0 0.0
C 4.82577 -1.98617 0.41684 0.0 0.0 0.0
C -2.87754 -2.35241 2.29046 -0.1 0.1 0.0
C 0.53072 -0.58501 3.40594 0.0 0.1 0.0
C 5.29441 -4.19469 -0.43149 0.0 0.0 0.0
C 0.38696 -2.27818 0.25079 0.1 0.0 -0.1
C -2.75140 4.07357 1.03428 0.0 0.0 0.0
C -1.65601 -0.89240 -3.38049 0.0 0.0 0.0
C 1.85351 -3.60178 1.58422 0.0 0.0 0.0
C 1.18933 -3.39683 0.38776 0.0 0.0 0.0
C 2.98147 2.84225 -3.48814 0.0 0.0 0.0
C -0.64790 1.25879 4.17699 -0.1 0.0 0.0
C 3.82077 -2.73085 -1.61766 0.1 0.0 0.0
C -4.10972 3.91486 1.38504 0.0 0.0 0.0
C 3.08414 3.24335 -1.11953 0.0 0.0 0.0
C -0.03823 4.18440 0.34999 0.0 0.1 0.0
C 0.19018 1.01439 5.22082 0.0 0.0 0.1
C 2.11145 1.77784 -3.28441 0.0 0.0 0.0
C 4.45259 -3.95989 -1.51198 0.0 0.0 0.0
C -1.94775 2.92221 1.02630 0.0 0.0 0.0
C -2.16102 5.31050 0.68947 0.0 0.0 0.0
C -3.66138 -3.38825 1.83006 0.0 0.0 0.0
C -2.78220 -1.44697 0.08917 0.0 -0.1 0.3
C 3.47560 3.56597 -2.41039 0.0 0.0 0.0
C -2.52275 -2.24427 3.74228 0.0 0.0 0.0
C -4.38379 0.18154 -2.41692 0.0 0.0 0.0
C -3.72984 1.57253 1.65265 -0.1 0.0 0.0
C 1.72218 1.43745 -1.99963 0.0 0.0 0.1
C -0.57828 2.96030 0.67152 0.0 0.0 0.0
C 5.48082 -3.20833 0.52729 0.0 0.0 0.0
C -3.59659 -2.48111 -0.40556 0.0 0.0 0.0
C -1.96083 1.95130 -2.23821 0.0 0.0 0.0
C 2.20339 2.18746 -0.93497 -0.1 0.1 0.0
H -3.84322 -2.52772 -1.45592 0.0 0.0 0.0
H -4.00044 -4.14221 2.52583 0.0 0.0 0.0
H -4.63256 -4.25924 0.12387 0.0 0.0 0.0
H 1.29549 -4.07998 -0.44222 0.0 0.0 0.0
H -2.06147 -1.90780 -3.37631 0.0 0.0 0.0
H -1.88708 -1.38899 3.94313 0.0 0.0 0.0
H 4.00062 -0.49142 -3.35272 0.0 0.0 0.0
H -0.11887 -2.04626 -0.67595 0.0 0.0 0.0
H 4.95883 -1.22398 1.17402 0.0 0.0 0.0
H -4.82010 -0.80882 -2.54828 0.0 0.0 0.0
H 3.19370 -1.08381 -4.83918 0.0 0.0 0.0
H -0.37118 6.28679 0.09854 0.0 0.0 0.0
H -2.58468 2.60620 -1.62530 0.0 0.0 0.0
H 6.13667 -3.39407 1.36808 0.0 0.0 0.0
H 4.28636 -4.72617 -2.26009 0.0 0.0 0.0
H -2.05719 2.29287 -3.27231 0.0 0.0 0.0
H -4.60196 0.75188 -3.32390 0.0 0.0 0.0
H 2.19035 -2.82728 3.56785 0.0 0.0 0.0
H 1.73853 1.20697 -4.12504 0.0 0.0 0.0
H 1.08887 0.57832 -1.82511 0.0 0.0 0.0
H -5.63279 2.52247 1.95560 0.0 0.0 0.0
H -0.58856 -0.96525 -3.15633 0.0 0.0 0.0
H -4.90331 0.67363 -1.59059 0.0 0.0 0.0
H -3.43165 -2.14695 4.33772 0.0 0.0 0.0
H 0.27031 1.56080 6.14721 0.0 0.0 0.0
H 4.64918 -1.92008 -4.22614 0.0 0.0 0.0
H 3.43566 -0.81563 -0.73170 0.0 0.0 0.0
H 3.44790 3.79774 -0.26415 0.0 0.0 0.0
H -1.77342 -0.49839 -4.39343 0.0 0.0 0.0
H 3.28146 3.10637 -4.49387 0.0 0.0 0.0
H -1.36256 2.06995 4.17215 0.0 0.0 0.0
H -4.07394 0.57152 1.87711 0.0 0.0 0.0
H 2.49803 -4.46140 1.71230 0.0 0.0 0.0
H 4.16360 4.38434 -2.57405 0.0 0.0 0.0
H -0.92066 2.08836 -1.94304 0.0 0.0 0.0
H -2.76413 6.20850 0.69181 0.0 0.0 0.0
H -2.01295 -3.14936 4.07398 0.0 0.0 0.0
H 1.00350 4.28347 0.09237 0.0 0.0 0.0
H 5.79913 -5.14710 -0.33783 0.0 0.0 0.0
H -4.75483 4.78448 1.40230 0.0 0.0 0.0
```
Positions in Å, forces in eV/Å.

Computed, not measured: a cluster of 2 separate species, C2BrO4 in total in a non-equilibrium geometry, with wB97M-V/def2-TZVPD.

As for the HOMO energy: -4.80 eV. The energy above the lowest of the compared OMol25 structures with the same formula, charge and spin is 6.8 kcal/mol. The LUMO energy is 3.532 eV. The total charge is -1. The gap between HOMO and LUMO is 8.330 eV.

XYZ file:
```
7
Properties=species:S:1:pos:R:3:forces:R:3
Br 0.60620 1.69514 0.45037 0.1 0.8 0.1
O 2.58945 -0.39324 0.54144 2.0 0.2 1.8
O -1.67608 -0.24178 1.20199 -1.1 -0.2 -1.9
O -2.26589 -0.04798 -1.02686 -1.0 0.2 -2.8
O 1.05019 -0.67034 -1.07851 0.2 0.7 0.6
C -1.98084 -0.14462 0.06432 1.9 -0.2 4.7
C 1.67697 -0.19718 -0.15275 -2.1 -1.4 -2.6
```
Positions in Å, forces in eV/Å.

Computed, not measured: a cluster of 2 separate species, C2H4BFO in total in a non-equilibrium geometry, with wB97M-V/def2-TZVPD.

As for the HOMO energy: -8.74 eV. The energy above the lowest of the compared OMol25 structures with the same formula, charge and spin is 107.9 kcal/mol. The LUMO energy is -0.296 eV. The total charge is 0. The gap between HOMO and LUMO is 8.443 eV.

XYZ file:
```
9
Properties=species:S:1:pos:R:3:forces:R:3
F 2.31599 0.89600 -0.38714 -0.2 -1.0 0.2
O -3.18203 0.30156 0.02484 1.8 1.1 -0.6
C 1.67907 -0.21090 0.17276 -3.2 1.3 1.6
C -2.18639 0.78633 -0.43298 0.5 -3.3 2.2
B -0.08214 -0.25042 0.31288 1.3 0.5 -0.7
H 1.71394 -1.12858 -0.37390 0.7 -0.5 -1.2
H 2.11860 -0.47945 1.16929 -0.3 0.6 -0.7
H -2.17865 1.44028 -1.27836 0.3 0.9 -0.7
H -0.19838 -1.35482 0.79260 -0.8 0.4 0.0
```
Positions in Å, forces in eV/Å.

Computed, not measured: a structure of composition C16H17Br2EuNO2 in a non-equilibrium geometry, with wB97M-V/def2-TZVPD.

As for the HOMO energy (alpha / beta): -12.88 / -12.94 eV. As for the spin multiplicity: 7. The expectation value of S² is 12.02. The energy above the lowest of the compared OMol25 structures with the same formula, charge and spin is 0.0 kcal/mol. The LUMO energy (alpha / beta) is -5.971 / -3.492 eV. The total charge is +1. The gap between HOMO and LUMO (alpha / beta) is 6.908 / 9.451 eV.

XYZ file:
```
39
Properties=species:S:1:pos:R:3:forces:R:3
Eu 0.17931 0.46127 -0.38030 1.2 0.8 -0.1
Br 1.35794 1.43181 -2.49038 0.3 0.2 -0.5
Br 0.36587 3.78044 0.49323 -0.2 0.1 -0.2
O -1.60024 -0.40565 -0.98529 -0.7 -0.8 -0.1
O -3.75055 -0.25486 -1.64822 0.2 -0.1 0.0
N -1.47312 2.16272 -0.61249 -0.5 0.3 -0.3
C -2.92378 3.97039 -2.08201 0.1 0.0 0.1
C -0.30128 -2.92488 2.95050 -0.1 0.1 -0.1
C -0.50942 -1.78678 1.94515 0.0 0.0 0.1
C 4.00824 -1.02162 -1.70048 0.0 0.0 0.0
C 2.87444 -1.24089 -0.75125 -0.1 0.1 0.1
C 1.77570 -0.81437 1.37883 0.3 -0.6 0.2
C -1.84847 4.41048 -1.31114 -0.1 0.1 0.0
C -0.83577 -0.46712 2.66449 0.0 -0.3 -0.1
C 0.69848 -1.64925 1.03520 0.2 -0.3 0.3
C -2.68934 0.21945 -1.35595 -0.8 0.8 -0.3
C 2.83950 -0.61138 0.49710 -0.1 -0.3 0.1
C -1.17300 3.45192 -0.59653 0.4 -0.3 0.4
C 1.81911 -2.10482 -1.07404 0.0 0.0 0.2
C -3.26350 2.62474 -2.10872 0.0 -0.1 0.1
C 0.75616 -2.31429 -0.19978 0.2 0.0 0.2
C -2.50067 1.74473 -1.36702 0.1 -0.3 0.1
H 4.82938 -0.49600 -1.21773 0.0 0.0 0.0
H -0.01771 -3.02486 -0.46217 -0.1 0.2 -0.1
H -1.84254 -0.50261 3.07687 0.0 0.0 0.0
H 1.86493 -2.65519 -2.00567 -0.1 0.1 -0.1
H -1.36646 -2.05031 1.32013 0.1 0.0 -0.1
H 3.67198 -0.42187 -2.54907 0.0 0.0 0.0
H -3.48237 4.68646 -2.66953 0.0 0.0 0.0
H -4.08615 2.24269 -2.69622 0.0 0.0 0.0
H 1.83663 -0.39447 2.37567 -0.1 0.2 -0.1
H -0.15419 -0.28425 3.49485 0.1 0.1 -0.1
H -1.55057 5.44753 -1.27654 0.0 0.0 0.0
H 0.53392 -2.71141 3.61949 0.0 0.0 0.0
H -1.20172 -3.05982 3.54978 0.0 0.0 0.0
H -0.80476 0.40584 1.98701 -0.1 0.0 0.3
H 3.68479 -0.01214 0.81170 -0.1 0.1 -0.1
H -0.09566 -3.85997 2.42977 0.0 0.0 0.0
H 4.37488 -1.97166 -2.08927 0.0 0.0 0.0
```
Positions in Å, forces in eV/Å.

Listing total energy for the structures above in their given order: -98942.577, -80310.075, -7575.056, -181863.641 eV.